This record from the OMol25 dataset describes a structure of composition C25H38CeP2 in a non-equilibrium geometry. The level of theory is wB97M-V/def2-TZVPD.

The geometry in XYZ format:
```
66
Properties=species:S:1:pos:R:3:mulliken_charge:R:1
Ce 0.06 -0.59 2.10 0.31
H 1.83 0.25 4.23 0.28
C -1.68 1.76 0.16 -1.42
C 0.43 0.24 -1.14 -0.62
H 0.42 -3.07 3.26 0.55
H -1.68 2.35 -0.76 0.43
C 2.20 1.10 6.17 -1.07
C -0.70 -1.90 -5.31 -0.25
H 3.22 0.74 6.21 0.41
P 0.26 -2.07 0.39 0.83
P -0.03 1.01 0.50 1.03
H -1.01 1.95 -4.20 0.55
H -1.86 -3.24 0.41 0.45
H -0.70 -4.03 -0.67 0.43
H 2.34 0.76 -6.39 0.40
C -2.57 2.18 4.92 -1.02
H 1.26 1.86 -4.61 0.40
C -0.11 -1.19 -1.21 -0.59
C -0.44 2.03 6.07 0.95
C -1.42 -0.93 -6.21 -0.99
H -2.19 3.05 6.84 0.44
C 1.40 0.27 -6.12 -0.99
C -1.77 2.48 6.02 -0.75
H 2.67 -2.00 0.14 0.43
C 1.68 1.83 7.24 -0.61
H -2.38 1.02 -6.21 0.36
H -1.95 2.40 1.01 0.46
H -2.69 1.15 3.03 0.47
H -0.59 -4.28 1.10 0.43
H 0.86 0.12 -7.06 0.34
H 0.90 -2.74 -4.32 0.62
H 0.76 -1.78 4.42 0.51
C 1.41 0.82 5.05 -0.44
H -2.50 0.16 -4.69 0.28
C 1.92 -2.79 0.10 -1.33
H 1.01 3.08 -0.34 0.45
H 0.30 -1.74 -2.06 0.09
H -3.60 2.51 4.89 0.41
H 1.52 0.24 -1.18 0.38
H -1.35 -2.62 -4.81 0.37
H -1.20 -1.18 -1.31 0.38
H 0.06 0.85 -1.98 0.15
H -2.43 0.96 0.09 0.44
C -1.80 0.39 -5.51 -0.56
C 1.75 -1.10 -5.49 -0.53
H -0.85 -0.72 -7.12 0.35
H -0.91 -2.18 4.02 0.41
C 0.09 1.28 5.00 1.01
C -2.05 1.42 3.86 -0.58
H -2.36 -1.40 -6.55 0.40
C 0.60 -1.96 -5.02 -0.56
C 0.64 1.17 -5.18 -0.22
H 2.29 2.03 8.11 0.42
H 2.08 2.17 0.77 0.44
C 0.36 2.30 7.19 -0.84
H -0.03 2.86 8.03 0.44
C -0.73 0.97 3.90 0.43
C -0.82 -3.56 0.31 -1.31
H 1.98 -3.31 -0.86 0.43
C 0.10 -2.08 3.60 -1.25
H 2.41 -0.93 -4.63 0.27
H 0.73 3.11 1.43 0.42
H 2.35 -1.68 -6.21 0.36
H 2.15 -3.50 0.91 0.43
C -0.68 1.21 -4.93 -0.53
C 1.05 2.49 0.58 -1.37
```

Results
2S+1 = 1
HOMO level = -0.4763 Eh
orbital gap = 5.05 eV
LUMO energy = -7.91 eV
charge = +2